1.
Here is a molecular structure, C11H16BClN6Pb at a distorted geometry from OMol25. Energies are from wB97M-V/def2-TZVPD.

```
! RIJCOSX wB97M-V def2-TZVPD def2/J DEFGRID3
* xyz 0 1
H 0.74617 3.55625 1.42752
N 0.09332 1.94809 0.17824
B -0.24304 0.39227 -1.89547
N 0.09323 1.75031 -1.20373
C 0.58787 2.84648 -1.82665
Pb 0.61935 0.74179 2.41710
H 0.64235 2.83189 -2.92642
C 0.95468 3.76817 -0.85234
H 1.40168 4.70440 -1.05766
C 0.61262 3.20242 0.38920
H 0.10566 0.45218 -3.05289
C -1.11934 -1.89982 2.79001
H -0.73493 -1.79836 3.92977
H -0.29505 -2.36035 2.24804
H -1.69555 -1.43481 1.78751
N -1.73802 0.02240 -1.81356
N 0.64325 -0.62375 -1.21321
N -2.21971 -0.13719 -0.50696
N 0.79856 -0.69831 0.15775
C -2.74045 -0.25770 -2.71393
C 1.50069 -1.50229 -1.78875
H -2.65553 -0.19155 -3.82178
H 1.56575 -1.60911 -2.85385
C -3.89063 -0.64663 -1.97101
C 2.20388 -2.16984 -0.78333
C -3.50722 -0.54007 -0.60338
C 1.74393 -1.66366 0.46160
H -4.83596 -0.96146 -2.39759
H 2.94297 -2.94626 -0.88169
H -4.11627 -0.75304 0.29983
H 2.00401 -1.83244 1.54923
H -1.94179 -2.63586 2.94284
Cl 3.16172 -1.29166 3.97706
C 2.78515 0.25312 3.19343
H 3.00309 1.06947 3.97215
H 3.52360 0.41494 2.44291
*
```

E in Eh: -1435.1046
Molar mass in g/mol: 485.756
Kohn-Sham gap in eV: 7.6



2.
Here is a molecular structure, C35H34N9O6SV at a distorted geometry from OMol25. Energies are from wB97M-V/def2-TZVPD.

```
! RIJCOSX wB97M-V def2-TZVPD def2/J DEFGRID3
* xyz 3 2
V 14.12396 12.04784 12.48920
O 10.41811 12.06461 19.65804
C 10.20042 12.42568 18.40109
O 9.15399 12.87214 18.05140
C 11.34557 12.33529 17.41207
C 12.19939 11.27033 17.37526
C 13.22413 11.19995 16.46390
C 13.33781 12.24442 15.58295
C 12.44942 13.34447 15.56025
C 11.41841 13.37668 16.46551
N 14.39283 12.22100 14.61145
C 15.59030 12.34098 15.00060
C 16.67174 12.32945 14.02470
C 17.98134 12.67776 14.31570
C 18.90808 12.66966 13.29666
C 18.52187 12.25889 12.02028
C 17.18376 12.01754 11.81605
N 16.22597 12.08145 12.72046
H 11.33293 11.85628 19.97452
H 12.10430 10.44604 18.10151
H 13.91438 10.40306 16.33123
H 12.62604 14.22965 14.92257
H 10.76298 14.23592 16.46051
H 15.82086 12.51405 16.06715
H 18.20439 12.98055 15.35527
H 19.96571 12.84046 13.51614
H 19.26447 12.04593 11.24923
H 16.85808 11.69831 10.86818
O 13.70505 16.01879 8.35292
C 13.85069 14.79337 7.88666
O 13.65370 14.60599 6.71136
C 14.18227 13.61746 8.75250
C 14.36283 12.33807 8.25925
N 14.39739 11.50708 9.31908
N 14.27284 12.21598 10.46933
C 14.17822 13.52439 10.12855
C 13.92532 14.55143 11.18467
O 13.82887 15.75570 11.05648
O 13.95056 13.91556 12.38914
H 13.91120 16.08462 9.29746
H 14.34470 12.04877 7.19956
H 14.40919 10.49877 9.48914
N 12.35444 11.46236 12.78595
S 11.19435 10.94943 11.58357
C 10.96368 12.30425 10.47836
C 11.22940 12.13962 9.12707
C 10.89573 13.13689 8.24162
C 10.46730 14.36366 8.70676
C 10.32716 14.57820 10.09370
C 10.51493 13.53006 10.99055
C 9.72850 10.85631 12.52585
C 8.49745 11.09535 11.90777
C 7.35074 10.88160 12.67418
C 7.38350 10.43509 13.96166
C 8.62077 10.30123 14.62514
C 9.78542 10.54088 13.88105
H 11.79771 12.12282 13.39487
H 11.48771 11.12646 8.74394
H 10.94082 12.97962 7.19252
H 10.16965 15.16914 8.01943
H 9.92938 15.51139 10.47692
H 10.20809 13.67045 12.02978
H 8.47439 11.40809 10.86244
H 6.42054 11.04091 12.11656
H 6.49559 10.32520 14.63100
H 8.71986 10.06376 15.71616
H 10.71738 10.47564 14.43982
C 13.76894 6.77755 15.57962
C 13.05023 6.34374 14.29450
C 11.66183 6.86791 14.17680
C 13.93746 6.39517 13.00759
N 14.22352 7.79542 12.55399
C 14.38320 8.93054 13.25767
N 14.48048 9.93029 12.40332
N 14.38541 9.35161 11.17425
N 14.26498 8.10465 11.28096
H 13.50718 6.07606 16.44032
H 13.42720 7.80382 15.90364
H 14.84258 6.75246 15.53610
H 12.99057 5.22705 14.39023
H 11.68167 7.98533 14.26459
H 11.12161 6.51958 15.04134
H 11.16867 6.55817 13.26157
H 13.47998 5.90867 12.17390
H 14.85943 5.90098 13.25517
H 14.54543 8.95782 14.31242
*
```

E in Eh: -3639.6573
Molar mass in g/mol: 759.725
Kohn-Sham gap (spin up / spin down) in eV: 5.3 / 6.0
⟨S²⟩: 0.77



3.
Here is 3 unconnected molecules or ions with the total composition C25H52N3O5 at a distorted geometry from OMol25. Energies are from wB97M-V/def2-TZVPD.

```
! RIJCOSX wB97M-V def2-TZVPD def2/J DEFGRID3
* xyz 1 3
C 5.70089 -4.78128 0.04484
O 4.39890 -4.24251 -0.23903
C 4.32672 -2.95305 -0.64705
N 3.96238 -2.02560 0.53339
C 3.19507 -2.67423 1.65764
C 1.86884 -3.28435 1.22449
C 1.04335 -2.41723 0.25188
C 0.51993 -3.15623 -0.96956
O -0.65629 -3.91164 -0.65082
C -0.47354 -5.13987 -0.12542
O 0.46394 -5.84570 -0.34441
H 5.64667 -5.30709 0.99552
H 5.96442 -5.49020 -0.73714
H 6.45145 -3.98965 0.10321
H 3.53676 -2.82303 -1.38559
H 5.26378 -2.56707 -1.05586
H 4.82440 -1.64363 0.92355
H 3.43614 -1.22319 0.18069
H 3.04223 -1.87865 2.38892
H 3.86037 -3.40961 2.10246
H 1.30764 -3.43045 2.14903
H 2.03371 -4.27750 0.80864
H 1.57446 -1.51987 -0.08084
H 0.17426 -2.03555 0.78757
H 0.21325 -2.44307 -1.73400
H 1.27159 -3.81224 -1.41729
H -1.31006 -5.41312 0.52975
C -2.46798 1.26198 3.05776
C -1.05652 0.66113 3.20560
C -0.49838 0.89307 4.61467
C -0.10275 2.34184 4.88621
C 0.85230 2.86332 3.81581
C 0.31671 2.69229 2.39084
N -0.10250 1.25861 2.21104
O 0.89125 0.49224 1.95535
C -0.84194 3.65764 2.11752
C 1.40163 3.01128 1.36801
C -1.17029 -0.83465 2.93162
H -3.21424 0.48885 3.23705
H -2.66238 2.06514 3.76560
H -2.63397 1.64645 2.05253
H 0.38018 0.25351 4.75019
H -1.24879 0.55851 5.33512
H -0.98888 2.97782 4.94940
H 0.38180 2.40179 5.86190
H 1.06183 3.92359 3.97384
H 1.80749 2.33470 3.89835
H -1.29914 3.44625 1.14912
H -0.44476 4.67214 2.08664
H -1.61550 3.64047 2.87882
H 2.30673 2.43409 1.54176
H 1.64867 4.07032 1.44502
H 1.04760 2.81634 0.35471
H -1.51866 -1.01586 1.91250
H -1.89871 -1.25725 3.62392
H -0.22070 -1.34587 3.07927
C -3.97035 1.64614 -4.13500
C -2.68763 2.40252 -3.74173
C -1.57289 2.17439 -4.77063
C -0.97037 0.77167 -4.72809
C -0.50617 0.41904 -3.31664
C -1.60321 0.59268 -2.26021
N -2.18610 1.96821 -2.39417
O -1.47878 2.85935 -1.80761
C -2.66480 -0.50343 -2.40239
C -1.01942 0.47719 -0.86055
C -3.02638 3.88717 -3.66875
H -4.63659 2.31857 -4.67344
H -3.78081 0.79391 -4.78601
H -4.50909 1.29349 -3.25697
H -0.77990 2.90642 -4.58951
H -1.97867 2.38499 -5.76287
H -1.68684 0.03043 -5.09101
H -0.11898 0.72858 -5.40963
H -0.15183 -0.61632 -3.27911
H 0.34097 1.05961 -3.04920
H -3.50830 -0.31062 -1.73845
H -2.22366 -1.45982 -2.11437
H -3.04447 -0.61722 -3.41294
H -0.19302 1.16443 -0.70441
H -0.65443 -0.53814 -0.69907
H -1.77924 0.68765 -0.10624
H -3.77628 4.07699 -2.89995
H -3.43261 4.19419 -4.63314
H -2.15161 4.49380 -3.45264
*
```

E in Eh: -1523.8702
Molar mass in g/mol: 474.707
Kohn-Sham gap (spin up / spin down) in eV: 7.1 / 8.3
⟨S²⟩: 2.01



4.
Here is a molecular structure, C36H39Br2CsF4N6O at a distorted geometry from OMol25. Energies are from wB97M-V/def2-TZVPD.

```
! RIJCOSX wB97M-V def2-TZVPD def2/J DEFGRID3
* xyz 0 1
Cs -0.33417 0.03291 -0.43177
C -2.41829 3.26527 -0.04232
C -3.20165 2.28044 -0.90725
N -3.34081 0.95707 -0.31124
C -4.02633 0.97809 0.97880
C -3.62108 -0.19499 1.86303
C -4.02419 0.02043 -1.21502
C -3.39449 -0.21293 -2.58521
N -2.04658 -0.73285 -2.47639
C -1.37407 -1.02525 -3.58308
C -0.04165 -1.53449 -3.47952
F 0.48084 -1.74075 -2.22605
C 0.76376 -1.85156 -4.54158
F 2.00848 -2.31798 -4.28028
C 0.35016 -1.70941 -5.85296
C -0.94001 -1.23020 -6.00784
F -1.42296 -1.06823 -7.25614
C -1.76355 -0.90570 -4.95461
F -3.00733 -0.45613 -5.26846
H -2.04870 4.08341 -0.66276
H -3.02751 3.71210 0.74463
H -1.55825 2.78470 0.43233
H -4.18167 2.71486 -1.17307
H -2.66607 2.14881 -1.84964
H -3.76487 1.89712 1.50404
H -5.12017 0.99306 0.83977
H -2.55541 -0.13063 2.09154
H -4.18097 -0.17287 2.80048
H -3.81139 -1.15445 1.38170
H -4.07954 -0.94308 -0.70530
H -5.05998 0.36504 -1.38755
H -4.07146 -0.91435 -3.09138
H -3.44343 0.71420 -3.17115
H 0.97825 -1.95197 -6.69479
O 0.99874 2.35977 1.40927
C 2.30892 2.87161 1.21920
C 2.23454 4.01251 0.21798
C 1.63195 3.59146 -1.13052
C 2.50909 2.61933 -1.87279
C 3.55974 3.06541 -2.67050
C 4.36009 2.13864 -3.31507
C 4.09417 0.78915 -3.14304
C 3.03231 0.43286 -2.32932
N 2.25472 1.32020 -1.70859
H 0.90564 1.88928 2.25097
H 2.97426 2.08360 0.84747
H 2.72050 3.24575 2.16211
H 3.24000 4.41439 0.06533
H 1.61948 4.80719 0.64756
H 1.47213 4.47828 -1.74665
H 0.66186 3.13105 -0.93670
H 3.73256 4.12759 -2.79069
H 5.17369 2.46408 -3.95086
H 4.68019 0.02685 -3.63718
H 2.78011 -0.61271 -2.18258
Br -4.63147 2.71400 5.73520
C -2.99953 2.30823 4.87466
C -2.36918 3.26403 4.10115
C -1.18395 2.89664 3.48071
N -0.63947 1.68866 3.58367
C -1.26817 0.77711 4.32502
C -2.45227 1.04586 5.00182
C -0.69077 -0.59550 4.34964
C -0.66664 -1.33462 5.52660
C -0.16130 -2.62020 5.46958
Br -0.09373 -3.66855 7.04207
C 0.29384 -3.13399 4.27203
C 0.22975 -2.30735 3.15695
N -0.24444 -1.06632 3.18535
H -2.78396 4.25368 3.97856
H -0.64443 3.60050 2.85720
H -2.95282 0.27539 5.57051
H -1.01361 -0.91090 6.45818
H 0.68691 -4.13739 4.19816
H 0.57900 -2.65575 2.19233
C 4.62865 -5.72058 -0.87781
C 3.61973 -4.67621 -0.49317
C 2.28591 -4.78013 -0.86013
C 1.39956 -3.77584 -0.50346
N 1.75250 -2.69446 0.18919
C 3.03274 -2.60271 0.55347
C 3.98925 -3.55145 0.23920
H 4.15241 -6.56497 -1.37290
H 5.15866 -6.08827 0.00167
H 5.37190 -5.30149 -1.55770
H 1.93648 -5.62966 -1.43297
H 0.36030 -3.83289 -0.80445
H 3.30237 -1.71556 1.11777
H 5.01614 -3.41528 0.55558
*
```

E in Eh: -7366.6218
Molar mass in g/mol: 940.454
Kohn-Sham gap in eV: 5.7



5.
Here is 2 unconnected molecules or ions with the total composition C7H15NO5 at a distorted geometry from OMol25. Energies are from wB97M-V/def2-TZVPD.

```
! RIJCOSX wB97M-V def2-TZVPD def2/J DEFGRID3
* xyz 0 1
N -0.18341 -0.11407 1.06322
O -0.51488 -1.30409 1.10056
O -1.04551 0.76864 1.02323
O 1.01244 0.18961 1.04095
C -2.24821 7.47331 4.94052
C -1.63841 6.18861 4.39364
C -2.52466 4.97060 4.64381
C -1.97358 3.66370 4.07652
C -2.88344 2.46690 4.33691
C -4.25916 2.60204 3.69519
C -5.14050 1.41037 3.99817
O -2.24082 1.26577 3.89768
O -1.23361 0.94550 4.73904
H -1.62278 8.34882 4.75802
H -3.21962 7.67672 4.48812
H -2.40291 7.41130 6.01833
H -1.45301 6.29255 3.31654
H -0.65184 6.01929 4.84103
H -2.69882 4.85911 5.72013
H -3.51056 5.17586 4.21526
H -1.81507 3.75575 2.99896
H -0.98254 3.45112 4.49079
H -2.99919 2.33597 5.42451
H -4.74104 3.52454 4.02854
H -4.12381 2.71430 2.61588
H -6.13516 1.50328 3.55404
H -4.68397 0.49630 3.61341
H -5.27054 1.28293 5.07552
*
```

E in Eh: -706.3334
Molar mass in g/mol: 193.199
Kohn-Sham gap (spin up / spin down) in eV: 6.1 / 9.6



6.
Here is a molecular structure, C5H8S at a distorted geometry from OMol25. Energies are from wB97M-V/def2-TZVPD.

```
! RIJCOSX wB97M-V def2-TZVPD def2/J DEFGRID3
* xyz 0 1
C -1.83651 0.15988 0.51187
C -0.76973 -0.82095 0.00084
C 0.44498 -0.19551 0.44151
C 0.92996 1.09030 -0.17893
C 1.46711 -0.15396 -0.61616
H -1.78565 0.88598 1.65335
H -0.74099 -0.96276 -1.07522
H -0.97241 -1.78693 0.47916
H 1.08963 -0.45061 1.50333
H 1.38624 1.93084 0.37285
H 0.39996 1.47490 -0.97645
H 2.55724 -0.73210 -0.26237
H 1.21181 -0.62778 -1.51853
S -3.38163 0.18872 -0.33527
*
```

E in Eh: -593.3204
Molar mass in g/mol: 100.186
Kohn-Sham gap in eV: 8.1



7.
Here is 15 unconnected molecules or ions with the total composition C3H33NO17 at a distorted geometry from OMol25. Energies are from wB97M-V/def2-TZVPD.

```
! RIJCOSX wB97M-V def2-TZVPD def2/J DEFGRID3
* xyz 0 1
C 1.41959 0.40514 -1.20737
N 0.09294 -0.11579 -0.98871
C -1.09750 0.58106 -0.46456
C -1.68880 1.48683 -1.51347
O -2.98925 1.10375 -1.87348
O -1.22466 2.31518 -2.30310
O 2.05904 -0.33939 -1.93216
H 1.91316 1.36948 -1.04352
H -0.08816 -1.04235 -1.48416
H -1.76668 -0.35644 -0.29729
H -1.03005 1.14307 0.53224
H -3.40271 1.55757 -2.71202
H 0.15099 3.40008 1.11232
H 1.38475 3.15336 2.11980
O 0.32661 3.08059 1.97667
H 0.18736 2.75931 -2.18670
H 0.80674 4.10499 -2.02528
O 1.05662 3.22957 -2.15438
H -0.88568 -0.24465 2.94800
H -0.15805 1.04396 3.21517
O -1.00462 0.70452 2.89444
H 3.75459 -1.58671 0.85326
H 4.23440 -2.42272 -0.38096
O 4.40633 -1.63465 0.12573
H -1.22575 -4.27096 -1.97865
H -0.06121 -4.84893 -0.80879
O -0.70329 -4.02574 -1.17567
H 1.53488 -3.21774 0.14613
H 0.25882 -3.07752 0.88469
O 1.15431 -3.19888 0.97650
H 2.59428 2.95208 -0.19824
H 4.08871 2.44102 -0.00751
O 3.29974 2.83140 0.47254
H -1.53194 -3.20171 0.09033
H -2.46220 -2.89585 1.38403
O -1.91538 -2.59727 0.66659
H 1.90753 -2.09241 -1.92871
H 2.36654 -3.57481 -2.14820
O 1.97460 -2.96069 -1.48722
H -2.31937 -2.59993 -2.03885
H -3.47722 -1.84567 -1.43184
O -3.23847 -2.43123 -2.17804
H -2.48060 1.56303 2.71580
H -3.83211 1.31456 2.15562
O -3.16380 2.04460 2.28792
H -1.45904 2.82303 1.21190
H -2.17238 4.09231 0.73774
O -1.59864 3.39056 0.31154
H 1.54058 -1.19579 1.64198
H 1.94779 0.22483 1.57059
O 2.13332 -0.59102 1.98468
H 0.59039 -1.81850 2.64174
H 0.77343 -1.22487 4.07465
O 0.16101 -1.72788 3.49095
*
```

E in Eh: -1467.8545
Molar mass in g/mol: 355.287
Kohn-Sham gap in eV: 9.8



8.
Here is a gas-phase ion, C4H8NO (charge +1) at a distorted geometry from OMol25. Energies are from wB97M-V/def2-TZVPD.

```
! RIJCOSX wB97M-V def2-TZVPD def2/J DEFGRID3
* xyz 1 3
C 3.20103 0.00582 -0.34802
C 1.83362 -0.06992 -0.52185
C 0.86000 0.51640 0.34167
C -1.62522 0.55109 0.33052
N -2.63533 -0.46747 -0.28035
O -0.31380 0.20543 0.00144
H 3.87284 -0.53228 -0.95338
H 3.58759 0.53514 0.42794
H 1.29414 -0.53281 -1.33435
H 1.21550 1.33994 0.96797
H -1.57666 0.88665 1.37552
H -2.59368 -0.14350 -1.30164
H -3.53517 -0.18735 0.12223
H -2.47383 -1.44756 -0.20232
*
```

E in Eh: -286.7327
Molar mass in g/mol: 86.114
Kohn-Sham gap (spin up / spin down) in eV: 6.4 / 7.4
⟨S²⟩: 2.04



Question: Which of these has the lowest molar mass?
Answer: C4H8NO



Question: Which of these has the highest molar mass?
Answer: C36H39Br2CsF4N6O



Question: Which formula does entry 6 have?
Answer: C5H8S